This record from the Open Molecules 2025 dataset describes 6 unconnected molecules or ions with the total composition C39H75Br3IN4O11S in a non-equilibrium geometry. The level of theory is wB97M-V/def2-TZVPD.

The highest occupied orbital energy is -11.56 eV. Its total charge is +1. Its gap between HOMO and LUMO is 7.5 eV.

Element x y z (Å)
C  3.281686  1.388489  4.829736
C  1.714751  1.482886  4.469141
S  1.304430  3.115960  3.695955
C  2.080067  3.261403  2.027017
N  1.123225  3.223430  0.879758
C  -0.086277  4.074329  0.767941
Br  -1.671259  3.868373  1.940691
C  -0.172120  5.089487  -0.218555
C  0.980227  5.442922  -1.240504
Br  -1.841761  6.166037  -0.349515
C  1.363279  2.416650  -0.152459
N  2.489831  1.479631  -0.303077
C  2.807630  1.220814  -1.791966
N  2.775811  -0.253827  -1.848713
I  4.845286  2.017285  -2.059051
C  1.609192  2.074035  -2.421070
C  1.181078  1.908856  -3.948023
Br  0.763891  0.059945  -4.536798
C  2.435341  2.411184  -4.859204
C  3.411796  1.190210  -5.293150
N  0.522327  2.252730  -1.393105
O  -0.101343  1.029400  -1.503304
C  -1.239608  0.869790  -0.614980
C  -1.073534  -0.608132  0.030728
C  -2.054162  -0.688171  1.280509
C  -1.380709  -1.640239  -1.134587
C  -0.901016  -3.138606  -0.847011
C  -0.264979  -3.683156  -2.235106
C  0.254337  -3.286550  0.240091
H  3.512274  1.995621  5.772684
H  3.945581  1.696135  3.965322
H  3.477094  0.300056  5.134938
H  1.170621  1.437179  5.475286
H  1.395470  0.639496  3.778084
H  2.918292  2.504482  1.963650
H  2.578136  4.293654  1.992029
H  1.945772  4.892607  -1.002293
H  1.159846  6.565439  -1.166998
H  0.645873  5.100425  -2.266188
H  3.272747  2.137877  -0.088368
H  3.225919  -0.617372  -0.993094
H  1.797409  -0.585626  -1.836082
H  2.062702  3.132315  -2.425525
H  0.283254  2.541671  -4.231078
H  2.012535  2.803983  -5.843505
H  3.088373  3.164079  -4.322309
H  3.655857  0.492907  -4.435868
H  4.405002  1.693917  -5.577852
H  3.051122  0.662473  -6.225361
H  -1.305316  1.622205  0.229321
H  -2.196316  0.937118  -1.241526
H  0.006336  -0.631880  0.402485
H  -1.796170  0.160666  2.005755
H  -1.900342  -1.658041  1.862552
H  -3.142137  -0.548240  0.995098
H  -2.517347  -1.614829  -1.301230
H  -0.928290  -1.299124  -2.125130
H  -1.796944  -3.787195  -0.588432
H  -0.118222  -4.804755  -2.240716
H  0.727549  -3.110975  -2.350959
H  -0.911243  -3.316848  -3.100027
H  -0.104810  -3.250393  1.313623
H  1.006719  -2.440844  0.040782
H  0.839766  -4.247661  0.020645
O  -6.798288  4.022168  -1.070820
C  -6.614895  5.180169  -0.783835
O  -7.462644  6.124102  -1.226029
C  -7.442004  7.492710  -0.796436
C  -6.449627  8.302047  -1.607768
C  -5.393768  5.596066  -0.011264
H  -7.265146  7.565490  0.278326
H  -8.447678  7.879795  -0.970437
H  -5.429155  7.936790  -1.474185
H  -6.481135  9.353706  -1.315602
H  -6.676541  8.225758  -2.673440
H  -4.554336  5.699439  -0.699538
H  -5.166521  4.818168  0.719752
H  -5.521455  6.517658  0.553355
O  9.438600  1.099154  1.678867
C  9.248206  0.597148  0.598310
O  8.085887  -0.035178  0.348289
C  7.682016  -0.502030  -0.945860
C  8.247991  -1.879438  -1.228374
C  10.327793  0.586705  -0.447697
H  7.933176  0.223514  -1.722540
H  6.591928  -0.561282  -0.919792
H  9.339211  -1.868497  -1.247906
H  7.888949  -2.253092  -2.189648
H  7.952156  -2.580854  -0.445134
H  11.005790  -0.244616  -0.252848
H  10.880456  1.525098  -0.381245
H  9.953585  0.523435  -1.467481
O  -2.788961  -3.679515  2.057825
C  -2.675161  -4.767312  2.579236
O  -1.456356  -5.290608  2.771794
C  -1.199362  -6.478840  3.539236
C  -1.367505  -7.721653  2.687507
C  -3.886385  -5.582954  2.931571
H  -1.807786  -6.502187  4.443245
H  -0.161631  -6.408354  3.868837
H  -2.391624  -7.823055  2.322713
H  -1.114431  -8.616299  3.259792
H  -0.721496  -7.671808  1.807618
H  -4.228655  -6.115791  2.043890
H  -4.671714  -4.904958  3.269791
H  -3.721085  -6.288835  3.742451
O  -0.540294  -6.007138  6.569004
C  -0.431873  -4.827766  6.804189
O  -1.343319  -3.964160  6.321781
C  -1.416382  -2.579130  6.685356
C  -0.483152  -1.743917  5.830909
C  0.758993  -4.296681  7.551695
H  -1.243382  -2.442785  7.754347
H  -2.446642  -2.270627  6.497716
H  0.560139  -2.031612  5.976902
H  -0.586655  -0.683598  6.072643
H  -0.706463  -1.887318  4.770747
H  1.589145  -4.168654  6.856323
H  1.038154  -5.023915  8.315647
H  0.570373  -3.361185  8.074121
O  -3.246002  -3.318650  -4.279105
C  -3.495790  -2.284290  -4.848187
O  -4.748500  -1.799761  -4.834507
C  -5.116483  -0.499642  -5.317052
C  -5.367502  -0.525691  -6.811748
C  -2.444946  -1.570842  -5.655146
H  -4.378621  0.251287  -5.027477
H  -6.042584  -0.236697  -4.802342
H  -4.467474  -0.800466  -7.365325
H  -5.703527  0.452405  -7.162212
H  -6.129607  -1.268515  -7.057192
H  -2.387377  -2.025961  -6.644368
H  -1.477929  -1.681391  -5.149967
H  -2.617228  -0.500954  -5.752383

Force components x, y, z for each atom (eV/Å):
C -0.703 -0.686 0.643
C 1.549 -0.586 0.030
S -0.176 0.155 0.068
C 1.355 0.810 1.213
N -0.879 -1.455 -2.059
C -1.060 2.862 -1.530
Br 1.806 -0.464 -0.755
C 0.777 -1.728 1.527
C -0.754 -0.082 0.704
Br 2.136 -1.023 -0.139
C 0.731 -3.067 -1.152
N -0.178 5.391 0.931
C -2.425 -2.047 1.719
N 0.083 0.948 -0.530
I -0.821 -0.288 -0.133
C 1.110 2.459 -1.234
C 1.143 0.763 -0.255
Br -0.399 0.726 0.564
C 0.019 -1.703 -0.676
C 0.943 1.420 -0.106
N 1.704 1.318 -0.647
O -1.028 -1.028 1.589
C -1.089 -1.528 0.716
C -0.762 1.546 -0.480
C 0.698 0.076 0.418
C -0.268 -0.227 0.594
C 0.504 -0.625 -0.976
C -0.274 1.344 0.403
C 0.254 0.262 -0.740
H -0.315 -0.561 -1.595
H -0.720 -0.442 1.119
H -0.047 1.486 -0.673
H 0.300 0.253 -1.745
H 0.293 0.998 1.031
H -1.270 0.656 -0.403
H -0.846 -1.395 0.072
H -1.208 0.735 -0.072
H -0.230 -1.528 -0.415
H 0.332 0.726 1.077
H -0.077 -1.187 0.985
H -0.214 0.301 -0.713
H 0.538 0.352 -0.207
H -0.470 -1.394 -0.123
H 1.013 -0.875 0.869
H 0.568 -0.137 1.530
H -1.134 -0.593 -0.635
H -0.542 0.605 -1.144
H -1.321 -0.745 0.329
H 0.287 0.440 1.391
H 0.451 -0.572 -1.187
H 1.286 -0.033 0.872
H -1.363 -0.176 -0.534
H -0.290 -0.976 -0.947
H -0.488 1.253 -1.034
H 1.272 -0.403 0.216
H 1.553 -0.129 0.239
H -0.322 -0.241 1.338
H 1.152 0.857 -0.123
H -0.112 1.384 -0.087
H -1.124 -1.102 0.096
H 0.670 -0.940 1.026
H 0.433 -0.093 -1.303
H -0.912 -1.120 0.451
H -0.997 1.215 0.579
O -0.094 0.642 0.036
C 0.156 -0.533 -0.221
O -0.450 -0.138 -0.009
C 0.175 0.211 -0.125
C 0.157 -0.044 -0.062
C -0.019 0.137 0.700
H 0.081 -0.076 -0.035
H 0.025 -0.270 -0.031
H -0.029 0.063 0.083
H -0.015 -0.060 -0.018
H -0.084 0.038 0.103
H -0.131 -0.036 0.009
H 0.055 -0.069 -0.277
H 0.079 0.113 -0.167
O -0.479 -0.308 -0.501
C 0.637 0.166 0.487
O -0.615 0.194 0.184
C 0.182 -0.341 -0.035
C 0.167 -0.061 0.010
C -0.018 0.457 -0.499
H 0.113 -0.008 0.038
H 0.095 0.107 0.204
H -0.060 0.040 -0.094
H 0.007 0.022 0.055
H -0.080 0.086 -0.072
H -0.031 0.034 -0.015
H 0.041 -0.198 0.214
H 0.032 -0.227 0.008
O 0.366 -0.427 0.266
C -0.244 -0.010 -0.245
O 0.259 0.569 -0.017
C -0.080 -0.514 -0.044
C -0.119 0.036 -0.197
C -0.257 0.040 0.627
H 0.019 0.075 -0.093
H -0.130 0.244 -0.070
H 0.017 -0.047 0.104
H -0.002 0.077 -0.010
H 0.035 -0.009 0.113
H 0.019 0.024 0.031
H 0.057 -0.003 -0.283
H 0.076 -0.130 -0.159
O -0.232 0.635 0.010
C 0.382 -0.484 -0.069
O -0.527 -0.167 -0.072
C 0.143 0.199 -0.115
C 0.203 -0.034 -0.111
C -0.045 0.125 0.661
H 0.098 -0.076 -0.038
H 0.041 -0.265 -0.028
H -0.031 0.052 0.092
H -0.039 -0.050 0.006
H -0.106 0.021 0.082
H -0.033 -0.007 0.025
H 0.053 -0.063 -0.275
H 0.069 0.100 -0.173
O -0.297 0.461 -0.088
C 0.270 -0.450 -0.092
O -0.255 -0.033 0.450
C -0.102 0.042 -0.305
C 0.108 -0.090 -0.133
C 0.446 0.455 0.319
H 0.078 -0.086 -0.041
H 0.123 -0.223 0.102
H -0.007 0.105 0.030
H 0.002 -0.053 0.034
H -0.008 0.106 0.094
H -0.007 0.025 0.034
H -0.307 -0.233 -0.188
H -0.075 -0.039 -0.184